The following is a DFT calculation (ωB97M-V/def2-TZVPD) of the molecule C5H8.

The geometry in XYZ format:
```
13
Properties=species:S:1:pos:R:3:forces:R:3
C 0.552120 -0.352503 -1.095769 -0.077 0.148 -0.031
C 0.335994 0.946706 -0.914338 -0.120 -0.131 -0.119
C -0.241347 1.242200 0.446326 -0.003 0.015 0.033
C -0.560616 -0.173453 0.992703 -0.065 -0.016 0.056
C 0.315412 -1.143635 0.170783 -0.047 -0.030 -0.025
H 0.824545 -0.793147 -2.045948 0.311 -0.044 0.105
H 0.506165 1.718160 -1.660041 -0.084 -0.127 0.059
H 0.461415 1.800253 1.080762 -0.087 -0.120 -0.060
H -1.142157 1.861799 0.341161 0.172 -0.098 0.175
H -0.420760 -0.267189 2.074235 0.027 0.043 -0.179
H -1.607661 -0.413561 0.777290 0.099 0.117 0.067
H 1.272771 -1.362201 0.668834 -0.158 0.074 -0.104
H -0.171635 -2.110201 -0.001612 0.031 0.169 0.023
```
Forces are in eV/Å.

Results
Energy relative to the best compared isomer or geometry (same formula, charge and spin)   4.4 kJ/mol
Total charge   0
Calculated total energy   -5314.12141 eV
SMILES string   C1=CCCC1

Results of the Löwdin charge analysis, in e, for atoms 1 through 2: -0.11 -0.12

***

The following is a DFT calculation (ωB97M-V/def2-TZVPD) of the molecule C5H8.

The geometry in XYZ format:
```
13
Properties=species:S:1:pos:R:3:forces:R:3
C 0.567511 0.785862 -0.167926 -0.020 0.041 0.020
C 0.886611 -0.680050 0.140248 0.059 0.015 -0.048
C -0.236115 -1.337374 0.907165 -0.506 0.173 0.024
C -1.506372 -1.090134 1.062982 0.680 -0.235 -0.008
C -0.844502 0.974691 -0.706825 0.033 0.014 -0.061
H 1.299381 1.161660 -0.894159 -0.094 -0.064 0.127
H 0.693495 1.377677 0.746587 -0.043 -0.088 -0.111
H 1.049352 -1.242913 -0.788922 -0.066 0.076 0.130
H 1.816186 -0.757202 0.715912 -0.158 0.005 -0.093
H -0.051511 -2.254421 1.485293 -0.023 0.001 0.007
H -1.592741 0.567358 -0.004624 0.049 0.098 -0.071
H -0.986192 0.462927 -1.664965 0.020 0.076 0.120
H -1.095103 2.031919 -0.830765 0.070 -0.112 -0.036
```
Forces are in eV/Å.

Results
Energy relative to the best compared isomer or geometry (same formula, charge and spin)   311.4 kJ/mol
Total charge   0
Calculated total energy   -5310.93986 eV

Results of the Löwdin charge analysis, in e, for atoms 1 through 2: -0.26 -0.22

***

| no. | LUMO energy (eV) | frontier orbital gap (eV) |
| --- | --- | --- |
| 1 | 1.25 | 10.3 |
| 2 | 0.20 | 10.3 |